Computed, not measured: a molecular structure, C12H30ClN2O8Zn, with ωB97M-V with the def2-TZVPD basis set.

ORCA input file:
```
! wB97M-V def2-TZVPD RIJCOSX def2/J DEFGRID3
* xyz 1 1
Zn -0.225 -1.017 -0.209
Cl -2.906 -3.855 -3.275
O -2.757 -5.242 -2.985
O -2.661 -3.547 -4.627
O -4.156 -3.348 -2.842
O -1.842 -3.205 -2.543
C 0.153 1.272 -3.024
O 0.597 1.338 -1.641
C 1.738 2.162 -1.429
C 2.178 1.970 0.051
N 1.091 1.576 0.922
C 0.253 2.702 1.238
C 0.944 3.885 1.962
O 1.432 4.842 0.946
C 2.331 5.826 1.506
H -0.922 1.203 -3.191
H 0.678 0.394 -3.399
H 0.548 2.098 -3.615
H 1.431 3.201 -1.554
H 2.561 2.060 -2.137
H 2.832 2.755 0.433
H 2.896 1.153 -0.015
H 1.726 1.500 1.704
H -0.557 2.355 1.879
H -0.225 3.086 0.337
H 1.817 3.507 2.495
H 0.233 4.267 2.694
H 2.446 6.518 0.671
H 3.308 5.460 1.820
H 1.896 6.347 2.359
C 2.244 -2.634 -1.155
O 1.215 -2.553 -0.217
C 1.520 -3.178 1.027
C 0.144 -3.547 1.661
N -0.688 -2.319 1.838
C -2.168 -2.658 1.798
C -2.912 -1.454 1.212
O -2.220 -0.733 0.132
C -3.125 0.172 -0.499
H 1.896 -2.282 -2.127
H 2.649 -3.645 -1.190
H 3.125 -2.020 -0.972
H 2.063 -2.411 1.580
H 2.208 -4.023 1.036
H 0.196 -4.011 2.645
H -0.304 -4.323 1.041
H -0.421 -1.946 2.737
H -2.636 -2.910 2.750
H -2.421 -3.528 1.192
H -2.979 -0.719 2.015
H -3.936 -1.764 1.001
H -3.380 0.948 0.222
H -4.101 -0.228 -0.777
H -2.805 0.501 -1.488
*
```

For the orbital gap, the calculation gives 5.3 eV. The HOMO energy is -10.49 eV.

---

Computed, not measured: a molecular structure, C23H46N6O2Pt, with ωB97M-V with the def2-TZVPD basis set.

ORCA input file:
```
! wB97M-V def2-TZVPD RIJCOSX def2/J DEFGRID3
* xyz 2 1
Pt 0.229 -0.676 -0.849
C 2.252 -0.799 -0.819
C 2.551 -2.223 -0.560
C 2.570 -3.153 -1.599
C 2.693 -4.508 -1.334
C 2.811 -4.959 -0.030
C 2.826 -4.044 1.014
C 2.710 -2.690 0.747
H 2.562 -0.475 -1.820
H 2.662 -0.146 -0.043
H 2.472 -2.809 -2.620
H 2.704 -5.215 -2.152
H 2.917 -6.015 0.174
H 2.953 -4.388 2.032
H 2.772 -1.972 1.560
N -4.854 -0.971 -1.844
C -3.777 -1.750 -2.551
C -2.506 -0.915 -2.592
N -2.091 -0.529 -1.250
C -3.123 0.271 -0.609
C -4.415 -0.527 -0.478
H -5.702 -1.537 -1.771
H -5.098 -0.150 -2.405
H -4.149 -2.009 -3.540
H -3.620 -2.652 -1.956
H -2.650 -0.023 -3.212
H -1.718 -1.517 -3.047
H -2.071 -1.438 -0.696
H -3.300 1.193 -1.178
H -2.800 0.564 0.393
H -5.229 0.044 -0.036
H -4.238 -1.439 0.095
C 1.112 2.097 3.976
C 0.955 0.650 3.519
C -0.284 0.035 4.157
C 2.196 -0.161 3.892
N 0.798 0.726 2.037
N 0.092 -0.360 1.428
H 1.259 2.148 5.053
H 0.225 2.678 3.720
H 1.980 2.561 3.503
H -0.180 0.074 5.239
H -0.423 -1.011 3.888
H -1.187 0.592 3.898
H 2.354 -0.157 4.969
H 3.090 0.257 3.427
H 2.100 -1.202 3.582
H 1.723 0.680 1.620
H -0.879 -0.314 1.716
H 0.454 -1.266 1.739
C 0.352 4.383 -2.464
C 0.231 2.846 -2.336
N 0.576 2.416 -0.989
C 1.988 2.682 -0.743
C 2.322 4.164 -1.020
N 1.017 4.875 -1.215
C 0.128 4.642 -0.029
C -0.233 3.139 -0.018
H -0.613 4.885 -2.528
H 0.967 4.693 -3.308
H 0.893 2.347 -3.042
H -0.788 2.533 -2.557
H 2.593 2.039 -1.380
H 2.207 2.434 0.292
H 2.904 4.309 -1.931
H 2.839 4.648 -0.191
H 1.196 5.875 -1.306
H -0.740 5.292 -0.139
H 0.689 4.952 0.854
H -1.283 3.000 -0.279
H -0.066 2.699 0.966
C -1.271 -4.862 -0.708
C -1.307 -3.353 -0.743
O -2.209 -2.741 -0.115
O -0.404 -2.781 -1.412
H -2.248 -5.270 -0.465
H -0.568 -5.160 0.070
H -0.901 -5.258 -1.651
*
```

For the orbital gap (spin up / spin down), the calculation gives 7.3 / 7.3 eV. The HOMO energy (spin up / spin down) is -12.30 / -12.30 eV.

---

Computed, not measured: 2 unconnected molecules or ions with the total composition C3H4F2O, with ωB97M-V with the def2-TZVPD basis set.

ORCA input file:
```
! wB97M-V def2-TZVPD RIJCOSX def2/J DEFGRID3
* xyz 0 1
C -0.545 0.964 0.490
C -0.006 2.004 1.419
C 0.285 -0.219 0.007
O -0.756 1.072 1.873
F 1.900 1.632 1.775
F -0.170 3.273 1.444
H -1.486 1.013 -0.024
H 0.448 -0.889 0.947
H 1.255 0.185 -0.305
H 0.004 -0.932 -0.790
*
```

For the orbital gap, the calculation gives 11.5 eV. The HOMO energy is -11.66 eV.

---

Computed, not measured: 3 unconnected molecules or ions with the total composition C11H24FO9P2, with ωB97M-V with the def2-TZVPD basis set.

ORCA input file:
```
! wB97M-V def2-TZVPD RIJCOSX def2/J DEFGRID3
* xyz -1 1
C 1.018 0.705 0.234
C 0.075 -0.347 0.756
F 0.706 -1.088 1.757
C -1.190 0.315 1.300
P -2.337 0.377 -0.075
P -4.353 0.149 0.691
O -4.491 -0.375 2.032
O -5.059 -0.862 -0.348
O -5.132 1.536 0.505
H 1.697 0.324 -0.517
H 1.579 1.099 1.065
H 0.398 1.474 -0.176
H -0.188 -1.011 -0.067
H -1.624 -0.299 2.074
H -2.385 1.715 -0.569
H -4.320 -1.299 -0.805
H -4.628 2.070 -0.131
C 0.768 6.749 -4.401
C -0.076 5.522 -4.124
O 0.502 4.705 -3.103
C 0.279 5.114 -1.849
O -0.366 6.080 -1.531
O 0.886 4.269 -1.028
C 0.767 4.592 0.363
H 1.796 6.460 -4.625
H 0.366 7.305 -5.248
H 0.790 7.408 -3.534
H -0.124 4.890 -5.009
H -1.095 5.794 -3.854
H -0.273 4.725 0.646
H 1.339 5.491 0.588
H 1.174 3.752 0.915
C 2.573 -3.674 1.668
C 1.276 -4.081 2.328
O 0.693 -5.228 1.672
C 1.200 -6.403 2.001
O 2.073 -6.619 2.804
O 0.563 -7.344 1.289
C 1.037 -8.669 1.514
H 2.420 -3.515 0.601
H 2.944 -2.752 2.110
H 3.332 -4.449 1.785
H 0.548 -3.282 2.235
H 1.411 -4.287 3.388
H 1.039 -8.911 2.574
H 2.039 -8.788 1.104
H 0.354 -9.334 0.993
*
```

For the orbital gap, the calculation gives 5.2 eV. The HOMO energy is -2.65 eV.

---

Computed, not measured: a molecular structure, C28H46N2P2SeZr, with ωB97M-V with the def2-TZVPD basis set.

ORCA input file:
```
! wB97M-V def2-TZVPD RIJCOSX def2/J DEFGRID3
* xyz 4 1
Zr -0.669 1.593 0.683
C -4.338 4.291 0.176
C -3.586 3.155 0.763
C -3.105 3.204 2.086
C -2.623 2.064 2.728
C -2.685 0.811 2.083
C -3.115 0.756 0.735
C -3.489 1.933 0.070
H -5.390 4.182 0.469
H -4.330 4.279 -0.913
H -4.025 5.264 0.552
H -3.247 4.104 2.672
H -2.397 2.109 3.792
H -2.618 -0.100 2.678
H -3.346 -0.201 0.263
H -3.920 1.862 -0.927
C 3.545 1.188 1.104
P 2.039 1.894 0.352
C 2.347 1.708 -1.451
C 2.338 3.711 0.539
C 1.407 4.523 -0.360
P -0.380 4.228 0.026
C -0.504 5.142 1.621
C -1.179 5.341 -1.178
H 4.408 1.550 0.532
H 3.546 0.097 1.079
H 3.652 1.522 2.139
H 3.202 2.328 -1.744
H 1.467 1.989 -2.045
H 2.598 0.670 -1.684
H 3.385 3.907 0.267
H 2.222 3.994 1.594
H 1.597 4.311 -1.418
H 1.606 5.594 -0.220
H 0.114 6.042 1.575
H -0.166 4.529 2.464
H -1.528 5.466 1.806
H -0.728 6.335 -1.088
H -2.249 5.437 -0.998
H -1.032 4.981 -2.199
C 0.474 -0.496 2.807
C 0.734 -1.911 2.285
C -0.494 -2.824 2.329
C -1.508 -2.562 1.210
N -1.026 -3.004 -0.074
C -0.459 -2.242 -1.030
Se -0.393 -0.327 -1.107
N -0.063 -3.010 -2.057
C 0.723 -2.623 -3.204
C 2.190 -3.029 -3.011
C 2.796 -2.441 -1.738
C 4.306 -2.626 -1.673
C -0.390 -4.319 -1.771
C -0.257 -5.493 -2.514
C -0.751 -6.651 -1.946
C -1.368 -6.648 -0.688
C -1.514 -5.490 0.056
C -1.010 -4.322 -0.503
H 1.419 -0.024 3.087
H -0.156 -0.538 3.700
H -0.031 0.150 2.017
H 1.501 -2.361 2.920
H 1.141 -1.859 1.265
H -1.000 -2.715 3.292
H -0.168 -3.865 2.260
H -1.723 -1.490 1.129
H -2.435 -3.103 1.425
H 0.632 -1.539 -3.331
H 0.309 -3.113 -4.089
H 2.743 -2.692 -3.890
H 2.269 -4.119 -2.975
H 2.345 -2.922 -0.861
H 2.549 -1.371 -1.686
H 4.561 -3.686 -1.691
H 4.709 -2.199 -0.755
H 4.802 -2.158 -2.524
H 0.183 -5.501 -3.500
H -0.684 -7.581 -2.491
H -1.755 -7.578 -0.298
H -2.023 -5.505 1.007
*
```

For the orbital gap, the calculation gives 4.6 eV. The HOMO energy is -18.78 eV.

---

Computed, not measured: a molecular structure, C33H40MnN2P2S, with ωB97M-V with the def2-TZVPD basis set.

ORCA input file:
```
! wB97M-V def2-TZVPD RIJCOSX def2/J DEFGRID3
* xyz 2 6
Mn 8.024 12.332 11.822
C 9.892 13.162 9.532
C 10.366 13.910 10.810
N 9.276 14.211 11.740
C 8.191 15.189 11.361
C 7.108 14.833 10.325
S 6.139 13.155 10.370
C 6.729 12.622 8.759
C 7.969 11.731 8.657
N 8.990 12.011 9.734
H 9.336 13.923 8.951
H 10.770 12.856 8.961
H 11.062 13.203 11.353
H 10.999 14.796 10.644
H 9.807 14.669 12.438
H 7.700 15.380 12.320
H 8.596 16.200 11.107
H 6.405 15.630 10.355
H 7.436 14.831 9.266
H 5.898 12.000 8.348
H 6.755 13.550 8.190
H 7.712 10.652 8.817
H 8.329 11.748 7.580
H 9.303 11.100 9.897
C 5.355 10.296 13.994
C 5.371 11.772 14.196
P 6.935 12.601 14.096
C 6.629 14.318 14.393
C 5.562 14.849 13.683
C 5.326 16.239 13.615
C 6.242 17.095 14.106
C 7.341 16.625 14.830
C 7.559 15.251 14.989
C 7.909 12.080 15.584
C 7.312 11.844 16.820
C 8.135 11.664 17.925
C 9.544 11.812 17.806
C 10.136 12.096 16.581
C 9.282 12.226 15.508
C 5.490 9.834 12.531
P 7.239 9.771 11.873
C 7.106 9.000 10.175
C 8.318 8.489 9.727
C 8.387 7.941 8.478
C 7.274 7.771 7.678
C 6.028 8.257 8.079
C 5.989 8.883 9.326
C 8.257 8.607 12.781
C 7.834 7.261 12.790
C 8.660 6.349 13.468
C 9.893 6.797 14.002
C 10.222 8.103 14.029
C 9.433 9.038 13.343
H 4.468 9.947 14.436
H 6.089 9.731 14.590
H 4.915 12.047 15.179
H 4.673 12.111 13.433
H 4.809 14.169 13.197
H 4.340 16.547 13.232
H 6.086 18.196 14.112
H 8.064 17.393 15.231
H 8.400 14.794 15.572
H 6.279 11.586 16.983
H 7.708 11.598 18.920
H 10.054 11.755 18.715
H 11.167 12.258 16.450
H 9.792 12.362 14.577
H 4.864 10.471 11.875
H 5.091 8.869 12.489
H 9.221 8.474 10.337
H 9.359 7.796 8.009
H 7.428 7.284 6.705
H 5.164 8.126 7.410
H 5.000 9.185 9.624
H 6.832 7.041 12.331
H 8.330 5.319 13.535
H 10.611 6.097 14.360
H 11.134 8.486 14.406
H 9.748 10.079 13.414
*
```

For the orbital gap (spin up / spin down), the calculation gives 8.3 / 8.5 eV. The HOMO energy (spin up / spin down) is -13.11 / -13.95 eV. Its expectation value of S² is 8.76.